The following is a quantum chemistry calculation of a molecular structure, C16H15F2N3O4, from the OMol25 dataset.

Each line ends with the natural charge from an NBO analysis.
Cartesian coordinates (Å):
1 F 5.74656 2.94519 1.15325  -0.301
2 F 5.91163 -0.87915 -1.79300  -0.283
3 O -2.24084 -0.85208 1.95002  -0.649
4 O 1.30516 -1.16936 -1.06772  -0.273
5 O -5.73152 0.02737 -0.51743  -0.625
6 O 3.82596 -2.03174 -0.56566  -0.458
7 N -4.77084 -1.08651 1.29908  -0.798
8 N -2.54704 0.16966 -0.30419  -0.399
9 N 0.01504 -0.49094 -1.09360  -0.151
10 C 4.24031 1.21033 1.51377  -0.228
11 C -1.85833 -0.48647 0.69851  0.693
12 C 5.35128 -0.38559 -0.69138  0.425
13 C -0.50842 -0.82839 0.02030  0.043
14 C -3.49049 1.49269 -1.87262  -0.389
15 C 3.70470 -0.08165 0.96763  -0.313
16 C -3.77029 0.88643 0.30395  -0.098
17 C -4.81190 -0.13878 0.28327  0.616
18 C 4.18998 -0.82575 0.10747  0.160
19 C -4.12648 2.04289 -0.76014  -0.416
20 C -2.34448 0.75651 -1.38660  -0.260
21 C 1.40684 -1.64046 0.07759  0.361
22 C 5.80903 0.95366 -0.34287  -0.341
23 C 0.27467 -1.60982 0.77201  -0.368
24 C 2.75980 -2.52690 0.24070  -0.138
25 C 5.41072 1.79712 0.58963  0.394
26 H 2.67091 -3.42426 -0.32519  0.221
27 H -4.08973 -1.00196 1.86637  0.401
28 H 2.94749 -2.97142 1.26847  0.209
29 H -4.27063 0.76890 -2.37976  0.232
30 H 0.21615 -2.31204 1.72435  0.264
31 H -1.97737 0.14661 -2.10024  0.245
32 H 2.82277 -0.37953 1.80321  0.257
33 H -3.29431 2.42708 -2.71415  0.220
34 H -1.36839 1.46336 -1.64725  0.202
35 H -3.70174 1.25475 1.63804  0.243
36 H 3.86425 1.83048 2.28670  0.226
37 H -5.50611 -1.79702 1.26155  0.406
38 H -3.58919 2.83948 -0.33703  0.197
39 H 6.65417 1.59232 -1.24274  0.216
40 H -5.12931 2.31498 -0.68434  0.254

Summary:
* HOMO: -8.62 eV
* Kohn-Sham gap: 8.5 eV

***

The following is a quantum chemistry calculation of a single C26H38FIN2O3 molecule, from the OMol25 dataset.

Each line ends with the Mulliken charge.
Cartesian coordinates (Å):
1 I -4.41255 -0.05035 2.14228  0.104
2 F -0.89692 0.46314 6.37489  -0.343
3 O -0.91152 -3.72747 -1.91898  -0.607
4 O 0.34608 2.94347 -5.51008  -0.584
5 O -4.49842 -1.17239 -0.92129  -0.594
6 N -0.66426 1.33526 -4.25410  -0.103
7 N -2.70961 -2.28198 -1.84465  0.270
8 C -1.56886 -2.92191 -1.32234  -0.086
9 C -1.74026 -0.83792 4.04977  -1.534
10 C 1.86540 3.51838 1.39681  -0.860
11 C -3.40367 -1.63898 -0.80348  0.429
12 C 0.96606 3.47536 2.62987  -0.926
13 C -1.67903 0.70125 4.13366  -0.395
14 C -0.43590 -2.77302 1.02451  0.069
15 C -2.70646 -1.16613 1.68140  -0.669
16 C 3.25725 -0.57804 0.01565  -1.011
17 C -1.40769 -1.45479 -3.83183  -0.276
18 C -1.43494 -2.50558 0.09775  0.653
19 C -0.76878 0.49549 -5.44752  -0.723
20 C -2.54557 -1.72269 0.42098  0.150
21 C 1.92251 -1.31708 0.18710  0.441
22 C -1.59040 -0.77292 -5.20497  -0.983
23 C 0.16285 3.35834 -3.17015  -0.935
24 C 3.74131 0.13429 1.28298  -1.205
25 C 2.07949 -2.69134 0.81999  -0.692
26 C -2.76579 -1.69673 -3.19322  -0.781
27 C 2.74894 1.14900 1.85459  -0.380
28 C -1.71113 -1.40589 2.65156  1.194
29 C 2.22086 2.14409 0.82106  -0.162
30 C -0.05100 2.56950 -4.43448  0.489
31 C -0.68049 1.15725 5.18023  -0.439
32 C 0.81054 -3.56428 0.72661  -1.370
33 C -0.61729 -2.20850 2.29425  -0.491
34 H 4.01514 -1.30290 -0.29010  0.506
35 H 1.33149 1.75095 0.31910  0.298
36 H 1.35157 4.10287 0.63084  0.318
37 H -3.36070 -2.34094 -3.84464  0.104
38 H -0.87376 -1.23956 4.57523  0.406
39 H 4.66959 0.65983 1.04106  0.398
40 H -1.24479 1.06654 -6.24986  0.370
41 H 1.24211 -0.69507 0.76948  -0.020
42 H 1.36118 2.82777 3.41344  0.165
43 H 0.32439 4.39874 -3.44215  0.356
44 H 3.15784 0.14210 -0.79809  0.333
45 H -0.77881 -0.85786 -3.16933  0.345
46 H -2.61840 -1.21790 4.57313  0.452
47 H 1.89941 0.60182 2.27695  -0.005
48 H 0.87758 -4.35300 1.48012  0.404
49 H 2.32590 -2.59209 1.88116  0.296
50 H 2.89555 -3.23164 0.33828  0.443
51 H 2.97633 2.29528 0.04314  0.357
52 H 2.78657 4.04934 1.64973  0.356
53 H 1.05650 2.98573 -2.67385  0.131
54 H 1.46233 -1.43169 -0.80087  -0.008
55 H 0.87808 4.47183 3.06669  0.424
56 H -3.31917 -0.75942 -3.11422  0.481
57 H -0.80709 2.21803 5.40140  0.366
58 H 3.18953 1.69014 2.69485  0.584
59 H 0.73847 -4.03968 -0.24715  0.432
60 H 0.14744 -2.38627 3.04320  0.360
61 H 0.23028 0.26576 -5.81440  0.387
62 H -2.64746 -0.57227 -5.39919  0.440
63 H -1.53871 1.40217 -3.74904  0.222
64 H 0.35292 0.97408 4.87679  0.185
65 H -0.04685 3.14893 2.38258  0.217
66 H -0.89666 -2.40374 -3.97755  0.417
67 H -0.69114 3.27724 -2.49746  0.345
68 H -1.38891 1.14415 3.17935  0.359
69 H -2.65310 1.09237 4.42163  0.388
70 H 3.96409 -0.60954 2.05182  0.388
71 H -1.28951 -1.48894 -5.97092  0.348

Summary:
* SMILES: CCCCCCCCCc1cc(CCCF)c(I)c2c1C(=O)N(CCCCNC(C)=O)C2=O
* HOMO: -9.10 eV
* Kohn-Sham gap: 8.7 eV

***

The following is a quantum chemistry calculation of a molecular structure, C5H12BClNOTb, from the OMol25 dataset.

Each line ends with the Mulliken spin population.
Cartesian coordinates (Å):
1 Tb -0.07127 3.09654 0.62970  6.538
2 Cl -0.94412 -2.95746 0.09944  -0.001
3 O -1.87623 -1.35779 -1.72351  0.000
4 N 2.85470 -0.86490 -0.13967  -0.835
5 C 1.13724 0.87693 -0.62056  -0.171
6 C 1.51662 -0.45502 0.06207  -0.026
7 C -0.39176 1.08311 -0.62593  0.162
8 C -1.79696 -1.50984 -0.55442  -0.004
9 C -2.25652 -0.60409 0.52883  -0.007
10 B -1.19243 0.62614 0.76690  0.444
11 H -0.75616 0.66656 -1.55948  -0.033
12 H 1.71670 1.66901 -0.13060  0.112
13 H 1.46141 0.82294 -1.65373  -0.020
14 H 3.05226 -1.86508 -0.22033  0.022
15 H 1.45397 -0.31579 1.15914  -0.083
16 H 0.85695 -1.25598 -0.24672  0.024
17 H -2.34009 -1.16081 1.45153  -0.001
18 H 3.63689 -0.41475 0.33592  0.020
19 H -0.57574 2.14831 -0.72839  -0.060
20 H -1.84662 1.62266 1.18784  -0.046
21 H -0.38972 0.38184 1.68846  -0.036
22 H -3.24911 -0.23254 0.29348  0.001

Summary:
* multiplicity: 7
* expectation value of S²: 13.024
* charge: +2
* HOMO (alpha / beta): -16.21 / -16.22 eV
* ΔE to the lowest compared entry with this formula, charge and spin: 0.00 kcal per mole
* Kohn-Sham gap (alpha / beta): 4.6 / 7.4 eV

***

The following is a quantum chemistry calculation of a single C6H10 molecule, from the OMol25 dataset.

Each line ends with the natural charge from an NBO analysis.
Cartesian coordinates (Å):
1 C -0.57124 2.12230 -0.38540  -0.635
2 C -0.27741 0.67929 -0.11042  0.017
3 C 0.96428 -1.39593 0.09153  -0.398
4 C -1.12412 -0.23733 0.35469  -0.199
5 C -0.51090 -1.59040 0.56080  -0.432
6 C 1.09741 0.08977 -0.33937  -0.433
7 H 1.21869 -2.04737 -0.75289  0.207
8 H -2.16381 -0.07039 0.61482  0.202
9 H -1.62516 2.35579 -0.20470  0.217
10 H 1.86481 0.60703 0.25204  0.204
11 H 1.39953 0.20919 -1.39126  0.205
12 H 0.03949 2.76837 0.25744  0.215
13 H 1.67406 -1.62975 0.88975  0.207
14 H -0.33464 2.39007 -1.42345  0.214
15 H -0.63392 -1.88293 1.60792  0.205
16 H -1.01706 -2.36771 -0.02150  0.205

Summary:
* SMILES: CC1=CCCC1
* HOMO: -8.72 eV
* ΔE to the lowest compared entry with this formula, charge and spin: 0.89 kcal per mole
* Kohn-Sham gap: 9.9 eV

***

These records have strongest force on any atom values of 15.4, 1.0, 4.7, 0.3 eV/A, in the order they appear.
These records have energy values of -34916.7839, -47521.0802, -44528.5707, -6383.8209 eV, in the order they appear.